1.
The following is a quantum chemistry calculation of a molecular structure, C47H116NO21Zn, from the OMol25 dataset.

The geometry in XYZ format:
```
186
Properties=species:S:1:pos:R:3:lowdin_charge:R:1
Zn 7.078 0.244 2.595 0.113
C 0.353 1.098 -0.890 -0.019
C -0.035 0.676 0.585 -0.456
C -1.556 0.258 0.581 -0.162
C -1.886 -1.073 -0.088 -0.187
C -0.956 -2.149 0.538 -0.144
C 0.568 -1.845 0.569 -0.465
N 0.768 -0.475 1.117 -0.059
O 2.177 -0.129 1.488 -0.147
C 1.135 -2.064 -0.854 -0.046
C 1.230 -2.971 1.483 -0.033
C 0.065 1.910 1.510 -0.057
H 1.434 0.984 -0.972 0.080
H 0.050 2.124 -1.098 0.076
H -0.094 0.400 -1.598 0.051
H -2.163 1.024 0.097 0.110
H -1.991 0.289 1.580 0.108
H -1.702 -0.944 -1.154 0.091
H -2.927 -1.360 0.065 0.107
H -1.144 -3.024 -0.085 0.112
H -1.386 -2.299 1.528 0.116
H 1.325 -3.100 -1.133 0.081
H 2.092 -1.594 -1.078 0.083
H 0.520 -1.601 -1.626 0.056
H 2.309 -3.114 1.423 0.079
H 0.776 -3.944 1.299 0.073
H 1.035 -2.639 2.503 0.074
H 1.077 2.306 1.595 0.076
H -0.294 1.712 2.520 0.077
H -0.519 2.774 1.195 0.075
C 8.640 -6.139 1.137 0.089
C 8.308 -5.039 1.888 -0.325
C 8.078 -5.075 3.394 -0.341
O 7.832 -3.988 4.066 -0.011
C 8.167 -6.258 4.106 0.110
C 8.511 -7.507 3.337 -0.301
C 8.748 -7.411 1.805 -0.344
O 9.105 -8.447 1.242 0.061
O 8.668 -8.631 3.836 0.047
O 8.149 -3.930 1.218 -0.010
H 8.737 -6.111 0.062 0.128
H 8.000 -6.247 5.173 0.117
C -7.990 7.054 2.306 -0.103
C -6.591 7.401 2.773 -0.287
O -6.194 8.746 2.302 -0.099
H -7.934 7.141 1.220 0.070
H -8.728 7.761 2.685 0.072
H -8.334 6.069 2.620 0.071
H -5.917 6.614 2.434 0.103
H -6.509 7.451 3.859 0.106
H -6.022 8.768 1.357 0.067
C 2.088 0.193 9.413 -0.082
C 2.325 -0.557 8.045 -0.276
O 1.289 -0.038 7.166 -0.107
H 1.049 -0.046 9.640 0.064
H 2.288 1.264 9.366 0.066
H 2.682 -0.220 10.228 0.060
H 2.191 -1.634 8.154 0.098
H 3.326 -0.392 7.646 0.103
H 1.567 -0.215 6.264 0.074
C -4.702 0.781 6.963 -0.094
C -4.271 2.264 7.140 -0.318
O -3.113 2.281 7.944 -0.079
H -3.900 0.204 6.503 0.067
H -5.647 0.674 6.430 0.066
H -4.807 0.308 7.940 0.069
H -5.123 2.815 7.539 0.107
H -4.025 2.668 6.159 0.101
H -2.466 1.734 7.493 0.081
C 2.520 9.613 0.314 -0.086
C 3.071 10.813 -0.491 -0.318
O 4.474 10.676 -0.692 -0.082
H 1.486 9.745 0.632 0.068
H 3.089 9.520 1.239 0.068
H 2.652 8.648 -0.176 0.071
H 2.794 11.730 0.029 0.104
H 2.607 10.832 -1.477 0.099
H 4.843 11.556 -0.791 0.076
C 1.966 -8.814 6.238 -0.084
C 1.063 -7.834 6.992 -0.342
O 0.598 -8.530 8.110 -0.080
H 2.528 -8.435 5.384 0.072
H 1.422 -9.727 5.996 0.072
H 2.733 -9.159 6.930 0.067
H 0.226 -7.417 6.432 0.106
H 1.561 -6.907 7.276 0.106
H 1.289 -8.387 8.761 0.084
C 5.978 -2.409 -6.440 -0.098
C 4.704 -2.076 -7.273 -0.289
O 5.065 -2.185 -8.655 -0.103
H 5.780 -2.388 -5.368 0.069
H 6.757 -1.663 -6.594 0.061
H 6.435 -3.357 -6.725 0.072
H 4.332 -1.071 -7.077 0.106
H 4.065 -2.916 -7.000 0.107
H 5.696 -1.501 -8.892 0.075
C -4.429 4.279 -4.744 -0.086
C -3.458 4.680 -5.887 -0.325
O -3.804 4.318 -7.209 -0.071
H -5.437 4.610 -4.994 0.066
H -4.187 4.728 -3.781 0.065
H -4.422 3.208 -4.541 0.064
H -2.496 4.212 -5.680 0.102
H -3.238 5.745 -5.801 0.104
H -3.588 3.389 -7.319 0.081
C -4.434 -6.888 -4.329 -0.095
C -5.610 -7.862 -4.539 -0.325
O -6.527 -7.320 -5.463 -0.076
H -3.989 -6.580 -5.275 0.066
H -3.682 -7.322 -3.670 0.068
H -4.750 -5.964 -3.846 0.068
H -6.033 -8.030 -3.549 0.108
H -5.221 -8.828 -4.862 0.104
H -6.215 -7.470 -6.359 0.082
C -9.393 0.601 1.164 -0.103
C -10.703 1.098 0.705 -0.379
O -11.679 0.875 1.682 -0.062
H -9.028 1.081 2.072 0.078
H -8.644 0.706 0.379 0.081
H -9.542 -0.442 1.443 0.080
H -10.966 0.482 -0.155 0.111
H -10.614 2.135 0.379 0.111
H -12.498 1.045 1.210 0.082
C -6.108 -7.428 2.189 -0.086
C -7.476 -7.530 2.843 -0.351
O -8.281 -8.439 2.143 -0.077
H -5.628 -8.397 2.051 0.074
H -5.486 -6.694 2.701 0.075
H -6.218 -7.039 1.177 0.071
H -7.905 -6.530 2.782 0.105
H -7.487 -7.852 3.885 0.109
H -9.110 -8.382 2.624 0.079
C 6.907 5.746 5.873 -0.097
C 6.014 4.501 5.992 -0.287
O 6.803 3.336 5.614 -0.126
H 7.624 5.885 6.682 0.065
H 6.282 6.638 5.818 0.064
H 7.517 5.729 4.970 0.071
H 5.144 4.468 5.336 0.109
H 5.609 4.417 7.000 0.100
H 7.379 3.187 6.367 0.070
C -2.695 10.037 -3.075 -0.091
C -4.076 10.468 -3.509 -0.339
O -4.954 9.803 -2.646 -0.080
H -2.583 8.971 -2.877 0.074
H -2.386 10.531 -2.154 0.073
H -1.920 10.195 -3.825 0.069
H -4.311 10.164 -4.530 0.106
H -4.244 11.544 -3.550 0.106
H -5.746 9.565 -3.133 0.082
C 0.198 -9.915 -0.482 -0.090
C -0.065 -11.324 -0.944 -0.334
O 1.132 -12.069 -1.183 -0.083
H 1.103 -9.934 0.124 0.072
H -0.632 -9.562 0.131 0.075
H 0.483 -9.268 -1.311 0.076
H -0.602 -11.400 -1.890 0.110
H -0.682 -11.793 -0.177 0.101
H 1.627 -12.000 -0.363 0.072
C -2.052 -1.253 -7.349 -0.081
C -2.174 -1.427 -8.898 -0.335
O -2.759 -0.271 -9.402 -0.075
H -1.707 -2.195 -6.925 0.066
H -2.994 -0.971 -6.880 0.068
H -1.316 -0.498 -7.072 0.065
H -2.785 -2.320 -9.024 0.099
H -1.206 -1.627 -9.356 0.108
H -2.649 -0.226 -10.354 0.084
C 4.211 5.065 -7.315 -0.087
C 5.248 6.189 -7.467 -0.332
O 6.433 5.632 -7.957 -0.085
H 4.511 4.284 -6.615 0.068
H 4.033 4.471 -8.212 0.071
H 3.265 5.475 -6.963 0.069
H 5.527 6.647 -6.518 0.111
H 4.839 6.889 -8.196 0.104
H 7.083 6.338 -7.973 0.080
C 8.268 2.775 -2.731 -0.109
C 7.043 2.622 -1.820 -0.303
O 7.523 2.884 -0.507 -0.134
H 7.998 2.478 -3.744 0.065
H 9.071 2.114 -2.403 0.071
H 8.697 3.777 -2.742 0.068
H 6.587 1.632 -1.829 0.118
H 6.430 3.440 -2.198 0.101
H 7.693 3.828 -0.467 0.076
```

Output
E_LUMO   -2.03 eV
Energy above the lowest of the compared OMol25 structures with the same formula, charge and spin   848.2 kJ/mol
Total charge   -1
Max |F|   5.556 eV/Å
Molar mass   1096.82 g mol⁻¹

---

2.
The following is a quantum chemistry calculation of 11 unconnected molecules or ions with the total composition C47H117N15O11, from the OMol25 dataset.

The geometry in XYZ format:
```
190
Properties=species:S:1:pos:R:3:lowdin_charge:R:1
C 8.310 8.565 20.628 -0.024
C 9.030 9.440 19.628 -0.514
C 9.287 8.668 18.361 -0.019
C 8.216 10.748 19.375 -0.109
C 8.251 11.779 20.510 -0.164
C 9.706 12.029 20.874 -0.174
C 10.464 10.820 21.194 -0.544
C 11.976 11.216 21.358 -0.018
C 10.052 10.355 22.584 -0.032
N 10.390 9.864 20.091 -0.108
O 11.066 8.695 20.484 -0.045
H 7.467 8.127 20.086 0.093
H 8.986 7.772 20.940 0.089
H 7.932 9.084 21.502 0.066
H 10.085 9.088 17.820 0.052
H 9.587 7.706 18.642 0.072
H 8.354 8.621 17.837 0.088
H 8.805 11.256 18.450 0.147
H 7.268 10.432 19.010 0.099
H 7.861 12.713 20.094 0.103
H 7.678 11.500 21.368 0.097
H 9.848 12.711 21.688 0.117
H 10.196 12.555 19.995 0.131
H 12.331 11.647 20.432 0.052
H 12.550 10.277 21.433 0.075
H 12.220 11.787 22.321 0.113
H 9.004 10.185 22.762 0.058
H 10.393 11.135 23.260 0.082
H 10.507 9.392 22.847 0.097
H 11.855 8.644 19.887 0.064
C 18.562 16.724 18.686 -0.015
C 19.275 17.559 17.549 -0.493
C 20.229 18.616 18.198 -0.040
C 20.116 16.762 16.612 -0.174
C 19.361 16.086 15.526 -0.189
C 18.376 17.010 14.799 -0.134
C 17.466 17.677 15.803 -0.479
C 16.658 18.793 15.069 -0.013
C 16.390 16.620 16.364 -0.010
N 18.334 18.402 16.731 -0.074
O 17.482 19.191 17.616 -0.030
H 17.707 17.283 19.065 0.082
H 18.192 15.761 18.374 0.029
H 19.287 16.595 19.490 0.083
H 19.919 18.986 19.190 0.082
H 21.141 17.948 18.277 0.090
H 20.514 19.432 17.497 0.092
H 20.759 17.518 16.119 0.130
H 20.768 16.070 17.170 0.136
H 19.990 15.538 14.823 0.117
H 18.689 15.295 15.919 0.104
H 17.862 16.477 14.033 0.118
H 19.048 17.771 14.416 0.123
H 16.017 19.343 15.784 0.095
H 16.098 18.449 14.318 0.040
H 17.363 19.442 14.771 0.044
H 15.845 16.260 15.472 0.064
H 15.684 16.979 17.092 0.064
H 16.885 15.686 16.834 0.073
H 17.601 20.065 17.277 0.084
C 17.120 13.937 20.871 -0.017
C 17.571 12.625 20.161 -0.537
C 17.701 12.898 18.741 -0.077
C 18.974 12.198 20.764 -0.123
C 18.828 11.612 22.157 -0.191
C 17.828 10.446 22.129 -0.135
C 16.385 10.786 21.678 -0.500
C 15.654 9.520 21.402 -0.034
C 15.791 11.611 22.807 -0.032
N 16.580 11.540 20.353 -0.049
O 15.330 12.067 19.870 -0.094
H 17.273 13.950 21.955 0.073
H 17.765 14.679 20.400 0.053
H 16.074 14.187 20.570 0.092
H 17.712 12.002 18.036 0.113
H 16.921 13.624 18.423 0.075
H 18.711 13.317 18.501 0.094
H 19.482 11.548 20.079 0.108
H 19.507 13.194 20.799 0.131
H 19.776 11.210 22.369 0.089
H 18.630 12.448 22.839 0.105
H 17.913 9.945 23.157 0.146
H 18.210 9.713 21.406 0.116
H 16.205 8.836 20.793 0.079
H 14.749 9.781 20.874 0.050
H 15.394 9.038 22.370 0.107
H 16.539 12.284 23.193 0.052
H 15.526 10.967 23.654 0.090
H 14.924 12.231 22.563 0.079
H 15.096 11.534 19.068 0.057
C 6.660 16.186 17.858 -0.046
O 7.793 15.875 16.996 -0.223
C 8.505 16.988 16.634 -0.254
C 9.799 16.656 15.819 -0.405
C 10.737 17.866 16.067 -0.056
N 9.551 16.445 14.377 0.024
H 6.968 16.877 18.642 0.090
H 6.240 15.225 18.080 0.081
H 5.861 16.745 17.328 0.096
H 7.962 17.772 16.086 0.133
H 8.777 17.475 17.595 0.127
H 10.238 15.699 16.146 0.093
H 11.450 17.713 16.840 0.057
H 10.144 18.869 16.169 0.111
H 11.257 18.071 15.067 0.094
H 9.250 17.325 13.987 0.080
H 8.697 15.837 14.412 0.105
C 13.351 14.111 18.341 -0.079
O 12.460 14.064 17.251 -0.232
C 12.880 14.545 15.996 -0.214
C 13.666 13.487 15.307 -0.394
C 14.048 13.964 13.897 -0.039
N 13.003 12.147 15.284 0.082
H 13.827 15.095 18.408 0.083
H 14.209 13.394 18.276 0.077
H 12.746 14.004 19.283 0.107
H 11.965 14.894 15.492 0.111
H 13.579 15.422 16.052 0.131
H 14.600 13.410 15.917 0.139
H 14.385 14.976 13.813 0.062
H 13.166 13.906 13.254 0.064
H 14.772 13.268 13.439 0.081
H 12.004 12.278 15.326 0.035
H 13.234 11.556 14.511 0.051
C 14.247 8.864 8.014 -0.117
O 14.336 10.277 7.860 -0.175
C 13.821 10.964 9.004 -0.228
C 14.321 12.377 9.018 -0.462
C 15.846 12.512 9.261 -0.052
N 13.747 13.241 10.036 0.033
H 14.644 8.324 7.152 0.081
H 13.169 8.562 8.059 0.094
H 14.708 8.430 8.906 0.071
H 12.685 11.071 9.069 0.136
H 14.010 10.317 9.910 0.125
H 14.094 12.833 8.019 0.150
H 16.070 11.797 10.062 0.055
H 15.970 13.545 9.637 0.081
H 16.379 12.151 8.376 0.078
H 12.718 13.105 10.103 0.036
H 14.158 12.931 10.917 0.057
C 18.511 8.053 15.793 -0.128
O 18.830 8.482 14.486 -0.184
C 17.769 8.052 13.634 -0.225
C 17.573 9.053 12.500 -0.427
C 16.938 10.351 12.984 -0.052
N 16.760 8.435 11.447 0.031
H 18.055 7.023 15.711 0.098
H 17.678 8.651 16.254 0.082
H 19.373 8.125 16.467 0.086
H 18.032 7.051 13.326 0.122
H 16.824 8.001 14.143 0.108
H 18.576 9.298 12.106 0.145
H 15.968 10.120 13.480 0.075
H 16.755 11.031 12.152 0.058
H 17.587 10.778 13.711 0.063
H 15.771 8.160 11.710 0.097
H 17.161 7.655 10.982 0.049
N 10.176 14.108 12.834 0.158
C 10.657 13.990 11.543 -0.603
N 11.113 15.210 11.023 0.150
O 10.766 12.908 10.905 -0.039
H 10.152 15.013 13.275 0.016
H 10.276 13.361 13.495 0.062
H 11.329 15.136 10.045 0.096
H 11.002 16.041 11.595 0.092
N 11.462 8.889 14.605 0.149
C 12.358 9.309 13.572 -0.617
N 11.889 10.368 12.877 0.183
O 13.470 8.759 13.397 -0.023
H 11.015 9.674 15.104 0.057
H 11.850 8.213 15.208 0.069
H 12.246 10.607 11.988 0.085
H 10.966 10.634 13.039 0.063
N 12.263 10.466 17.872 0.182
C 13.352 9.769 18.214 -0.677
N 14.476 10.243 17.586 0.160
O 13.300 8.749 18.879 0.040
H 12.379 11.169 17.082 0.087
H 11.599 10.646 18.600 0.060
H 14.146 10.778 16.775 0.076
H 15.169 9.491 17.469 0.125
N 9.540 13.397 16.549 0.186
C 9.115 12.411 15.719 -0.664
N 7.751 12.369 15.504 0.143
O 9.847 11.603 15.129 -0.027
H 8.800 14.096 16.748 0.084
H 10.490 13.497 16.942 0.094
H 6.989 12.940 15.946 0.120
H 7.413 11.792 14.717 0.119
```

Output
E_LUMO   0.01 eV
Energy above the lowest of the compared OMol25 structures with the same formula, charge and spin   0.0 kJ/mol
Max |F|   4.984 eV/Å
Molar mass   1068.55 g mol⁻¹